{"formula": "C4H10N2", "method": "ωB97M-V/def2-TZVPD", "e_tot_ha": -267.6519, "fmax_ev_per_a": 6.7, "relative_energy_kj_mol": 718.0, "symbols": ["C", "C", "C", "C", "H", "H", "H", "H", "H", "H", "H", "H", "H", "H", "N", "N"], "positions_angstrom": [[0.49, 1.48, -1.11], [0.10, 1.03, 0.24], [-1.06, 0.04, 0.51], [0.58, -0.21, 0.92], [0.28, 0.47, -1.54], [0.48, 2.42, -1.55], [1.64, 1.30, -1.00], [0.04, 1.79, 1.16], [-1.57, 0.29, 1.39], [-1.38, 0.17, -1.47], [-0.98, -1.47, -0.62], [0.91, -0.06, 2.00], [0.93, -1.70, -0.96], [0.89, -2.34, 1.12], [-1.70, -0.69, -0.62], [1.42, -1.44, 0.36]]}